1.
This record from the Open Molecules 2025 dataset describes a structure of composition C35H40N2O3PtSSb2. The level of theory is ωB97M-V with the def2-TZVPD basis set.

Computed properties:
multiplicity = 1

Geometry (Å):
Pt  0.81  -0.56  0.28
O  -1.38  1.91  -0.18
C  -1.57  1.95  -1.58
C  -0.45  1.13  -2.25
O  -0.43  0.99  -3.47
O  0.48  0.67  -1.48
C  -1.55  3.40  -2.08
C  -1.47  3.73  -3.44
C  -1.50  5.05  -3.85
C  -1.63  6.07  -2.92
C  -1.73  5.76  -1.57
C  -1.69  4.43  -1.16
C  -2.95  1.34  -1.83
C  -3.85  1.26  -0.76
C  -5.12  0.74  -0.95
C  -5.52  0.31  -2.20
C  -4.64  0.39  -3.27
C  -3.37  0.91  -3.08
H  -0.47  2.17  0.01
H  -1.36  2.94  -4.17
H  -1.43  5.28  -4.90
H  -1.66  7.10  -3.24
H  -1.84  6.54  -0.84
H  -1.79  4.20  -0.11
H  -3.54  1.60  0.22
H  -5.80  0.69  -0.11
H  -6.52  -0.10  -2.35
H  -4.94  0.06  -4.25
H  -2.68  0.97  -3.92
C  -0.19  -2.21  -3.20
Sb  1.34  -1.92  -1.77
C  2.99  -1.17  -2.85
C  1.86  -4.00  -1.53
C  3.16  -4.22  -0.83
C  4.33  -4.36  -1.58
C  5.56  -4.56  -0.98
C  5.64  -4.64  0.40
C  4.49  -4.52  1.16
C  3.24  -4.30  0.57
C  2.04  -4.14  1.46
Sb  1.72  -2.08  1.99
C  3.69  -1.57  2.59
C  0.61  -2.28  3.78
H  0.25  -2.79  -4.01
H  -0.53  -1.24  -3.55
H  -1.00  -2.78  -2.75
H  3.13  -1.75  -3.77
H  3.88  -1.22  -2.24
H  2.76  -0.14  -3.10
H  1.90  -4.40  -2.55
H  1.02  -4.48  -1.03
H  4.26  -4.31  -2.66
H  6.45  -4.66  -1.59
H  6.59  -4.81  0.89
H  4.55  -4.60  2.24
H  2.18  -4.67  2.40
H  1.12  -4.51  1.01
H  3.99  -2.24  3.39
H  3.70  -0.55  2.94
H  4.36  -1.69  1.74
H  1.27  -2.67  4.56
H  -0.21  -2.97  3.61
H  0.22  -1.31  4.08
C  0.33  3.62  2.63
C  -0.78  2.63  2.91
C  -1.91  3.09  3.57
C  -3.04  2.31  3.71
C  -3.05  1.04  3.14
C  -1.93  0.52  2.51
C  -2.01  -0.83  1.86
C  -0.76  1.31  2.44
N  0.43  0.76  1.88
H  0.65  4.12  3.55
H  -0.06  4.39  1.96
H  1.20  3.19  2.16
H  -1.91  4.10  3.96
H  -3.91  2.68  4.22
H  -3.94  0.43  3.20
H  -3.01  -1.25  1.99
H  -1.29  -1.53  2.29
H  -1.82  -0.77  0.79
S  2.66  1.23  5.23
C  1.89  0.99  3.85
N  1.46  0.81  2.76

Here are the Mulliken charges for atoms 1 to 8, given in e: 0.670 -0.181 2.048 0.108 -0.696 -0.841 -0.537 -0.274


2.
This record from the Open Molecules 2025 dataset describes a structure of composition C35H40N2O3PtSSb2 in a non-equilibrium geometry. The level of theory is ωB97M-V with the def2-TZVPD basis set.

Computed properties:
multiplicity = 1

Geometry (Å):
Pt  -0.15  -1.31  -0.55
O  -1.59  0.99  1.10
C  -1.92  0.23  2.26
C  -1.83  -1.29  2.01
O  -2.03  -2.04  2.95
O  -1.61  -1.79  0.82
C  -0.97  0.70  3.39
C  -0.68  2.06  3.44
C  0.20  2.58  4.37
C  0.83  1.74  5.27
C  0.54  0.38  5.24
C  -0.35  -0.14  4.32
C  -3.37  0.61  2.60
C  -4.15  -0.14  3.48
C  -5.46  0.23  3.75
C  -6.01  1.36  3.16
C  -5.23  2.13  2.31
C  -3.92  1.76  2.04
H  -0.62  0.99  1.03
H  -1.18  2.73  2.74
H  0.40  3.65  4.39
H  1.53  2.13  6.00
H  1.02  -0.29  5.95
H  -0.58  -1.19  4.32
H  -3.73  -1.02  3.94
H  -6.05  -0.37  4.42
H  -7.03  1.64  3.36
H  -5.63  3.03  1.86
H  -3.32  2.37  1.38
C  4.22  -1.49  -2.99
Sb  2.20  -1.60  -2.30
C  2.14  -3.72  -2.07
C  1.27  -1.59  -4.24
C  1.28  -0.23  -4.88
C  2.41  0.17  -5.60
C  2.51  1.42  -6.18
C  1.46  2.32  -6.04
C  0.33  1.94  -5.34
C  0.21  0.67  -4.76
C  -1.07  0.31  -4.07
Sb  -1.16  0.81  -1.97
C  -3.27  0.77  -1.89
C  -0.81  2.91  -2.18
H  4.45  -0.49  -3.34
H  4.32  -2.20  -3.81
H  4.90  -1.76  -2.18
H  2.37  -4.21  -3.02
H  1.14  -4.01  -1.75
H  2.86  -4.04  -1.32
H  0.27  -1.99  -4.09
H  1.84  -2.30  -4.83
H  3.22  -0.54  -5.71
H  3.39  1.69  -6.74
H  1.52  3.30  -6.49
H  -0.50  2.63  -5.26
H  -1.30  -0.75  -4.13
H  -1.91  0.86  -4.51
H  -3.65  1.55  -2.54
H  -3.62  0.90  -0.87
H  -3.60  -0.21  -2.26
H  -1.57  3.30  -2.87
H  0.18  3.08  -2.59
H  -0.90  3.40  -1.21
C  1.23  -3.15  1.91
C  2.05  -1.98  2.31
C  3.01  -2.09  3.30
C  3.76  -0.99  3.68
C  3.59  0.26  3.09
C  2.64  0.45  2.11
C  2.42  1.77  1.46
C  1.85  -0.68  1.69
N  0.96  -0.47  0.76
H  1.70  -4.08  2.23
H  1.08  -3.19  0.82
H  0.22  -3.11  2.34
H  3.18  -3.05  3.77
H  4.50  -1.10  4.46
H  4.21  1.10  3.40
H  3.13  2.51  1.83
H  1.41  2.13  1.68
H  2.51  1.70  0.38
S  -2.69  -3.59  -3.87
C  -1.83  -2.84  -2.74
N  -1.18  -2.25  -1.96

Here are the Mulliken charges for atoms 1 to 8, given in e: -0.528 -0.358 3.211 -0.751 -0.674 -0.603 -0.402 -0.229


3.
This record from the Open Molecules 2025 dataset describes a structure of composition C35H40N5O4S2SiY. The level of theory is ωB97M-V with the def2-TZVPD basis set.

Computed properties:
multiplicity = 1

Geometry (Å):
Y  0.29  -0.31  -0.04
O  5.40  4.64  1.64
C  4.57  4.22  2.47
O  4.36  4.50  3.66
C  3.62  3.13  1.90
C  3.75  2.69  0.59
C  2.91  1.70  0.12
N  1.97  1.14  0.90
C  1.83  1.57  2.16
C  2.63  2.56  2.70
C  0.74  0.91  2.94
C  0.34  1.36  4.19
C  -0.69  0.70  4.83
C  -1.30  -0.39  4.23
C  -0.85  -0.78  2.98
N  0.15  -0.15  2.36
C  3.01  1.14  -1.25
C  4.07  1.44  -2.09
C  4.14  0.83  -3.33
C  3.15  -0.06  -3.71
C  2.11  -0.30  -2.82
N  2.04  0.29  -1.63
H  4.52  3.17  0.00
H  2.56  2.92  3.71
H  0.81  2.22  4.64
H  -1.03  1.05  5.80
H  -2.11  -0.92  4.70
H  -1.30  -1.61  2.45
H  4.84  2.13  -1.78
H  4.96  1.05  -4.00
H  3.16  -0.56  -4.67
H  1.31  -0.97  -3.08
O  -3.38  -2.94  -0.59
C  -2.89  -4.20  -0.49
C  -3.75  -5.29  -0.61
C  -3.28  -6.58  -0.52
C  -1.92  -6.81  -0.31
C  -1.07  -5.74  -0.19
C  -1.52  -4.41  -0.28
C  -0.53  -3.31  -0.14
O  -0.96  -2.09  -0.10
N  0.73  -3.64  -0.05
N  1.54  -2.51  0.11
C  2.77  -2.84  0.30
S  3.34  -4.49  0.22
C  5.03  -4.10  0.74
C  5.38  -2.70  0.25
S  3.98  -1.63  0.69
H  -4.33  -2.99  -0.76
H  -4.81  -5.10  -0.78
H  -3.97  -7.41  -0.62
H  -1.54  -7.82  -0.24
H  -0.01  -5.89  -0.03
H  5.69  -4.84  0.30
H  5.10  -4.15  1.82
H  5.54  -2.68  -0.83
H  6.26  -2.31  0.75
C  -1.51  3.06  1.02
Si  -1.71  1.76  -0.37
C  -1.40  2.75  -2.01
C  -2.46  3.80  -2.36
C  -0.06  3.48  -1.84
C  -1.25  1.80  -3.20
C  -3.56  1.20  -0.18
C  -4.55  2.34  0.06
C  -3.61  0.27  1.04
C  -4.03  0.38  -1.39
H  -2.10  3.96  0.84
H  -0.47  3.38  1.14
H  -1.83  2.65  1.99
H  -2.66  4.48  -1.53
H  -3.41  3.33  -2.64
H  -2.13  4.40  -3.22
H  -0.11  4.27  -1.08
H  0.24  3.95  -2.78
H  0.74  2.80  -1.54
H  -2.16  1.23  -3.40
H  -0.44  1.08  -3.04
H  -1.00  2.35  -4.11
H  -4.29  2.93  0.94
H  -5.56  1.93  0.24
H  -4.63  3.02  -0.78
H  -3.29  0.78  1.95
H  -3.00  -0.62  0.90
H  -4.64  -0.07  1.22
H  -4.10  0.99  -2.29
H  -5.03  -0.03  -1.21
H  -3.36  -0.46  -1.59

Here are the Mulliken charges for atoms 1 to 8, given in e: -0.968 -0.727 0.393 -0.724 -1.104 -0.882 0.738 1.263


Values for energy above the lowest of the compared OMol25 structures with the same formula, charge and spin, kcal per mole, ordered as above
0.0, 45.4, 0.0